# 1
Computed, not measured: 2 unconnected molecules or ions with the total composition C4H13N3O, with ωB97M-V with the def2-TZVPD basis set.

CARTESIAN COORDINATES (ANGSTROEM)
C -0.536 -0.590 -1.359
C 1.830 0.306 -0.836
C 0.342 0.304 -0.468
N -0.664 0.050 -2.670
O -0.182 1.462 -0.178
H -1.309 -0.458 -3.264
H -1.031 0.987 -2.538
H -1.499 -0.731 -0.844
H -0.072 -1.573 -1.487
H 1.945 0.775 -1.814
H 2.386 0.895 -0.104
H 2.246 -0.703 -0.883
C -0.129 -0.341 2.038
N 0.033 0.981 2.294
N -1.429 -0.805 1.966
H 0.988 1.208 2.542
H -1.547 -1.720 1.558
H -0.222 1.516 1.390
H -2.090 -0.128 1.606
H 0.590 -1.046 2.444
H 0.352 -0.390 0.606

Results
ΔE to the lowest compared entry with this formula, charge and spin = 266.5 kJ/mol
Energy = -399.6458 hartree
Orbital gap = 9.4 eV
Net charge = 0

***

# 2
Computed, not measured: a molecular structure, C32H42IrN2OS, with ωB97M-V with the def2-TZVPD basis set.

CARTESIAN COORDINATES (ANGSTROEM)
Ir 0.712 0.276 0.369
C -1.236 -0.120 -2.125
C -1.672 -1.076 -1.174
C -1.776 -0.404 0.084
C -1.329 0.957 -0.143
C -1.036 1.127 -1.534
C -0.790 2.437 -2.240
C -1.669 3.536 -1.624
C -1.146 2.311 -3.726
C 0.680 2.856 -2.107
C -2.536 -0.741 1.364
C -2.011 -1.998 2.087
C -4.035 -0.895 1.048
C -2.448 0.429 2.360
C -2.020 -2.461 -1.696
C -3.347 -2.321 -2.461
C -0.945 -2.958 -2.682
C -2.165 -3.570 -0.655
H -1.121 -0.318 -3.172
H -1.592 1.786 0.492
H -2.714 3.233 -1.625
H -1.575 4.449 -2.208
H -1.360 3.762 -0.607
H -2.172 1.972 -3.850
H -0.481 1.613 -4.225
H -1.041 3.279 -4.211
H 0.951 2.921 -1.056
H 0.842 3.828 -2.568
H 1.334 2.133 -2.589
H -2.628 -2.870 1.898
H -2.016 -1.840 3.163
H -0.995 -2.225 1.780
H -4.243 -1.771 0.438
H -4.390 -0.014 0.517
H -4.585 -0.982 1.984
H -1.416 0.693 2.580
H -2.929 0.137 3.292
H -2.971 1.304 1.981
H -3.226 -1.652 -3.309
H -4.123 -1.915 -1.816
H -3.666 -3.295 -2.827
H -0.734 -2.249 -3.476
H -1.288 -3.875 -3.157
H -0.018 -3.172 -2.156
H -3.031 -3.415 -0.022
H -1.267 -3.641 -0.046
H -2.294 -4.522 -1.170
C 2.103 -1.431 -1.952
C 3.093 -0.375 -1.575
C 4.350 -0.309 -2.146
C 5.235 0.688 -1.758
C 4.846 1.610 -0.767
C 5.701 2.620 -0.291
C 5.313 3.457 0.743
C 4.046 3.351 1.279
C 3.148 2.392 0.789
S 1.539 2.381 1.442
C 3.540 1.483 -0.217
N 2.688 0.515 -0.645
H 1.739 -1.268 -2.968
H 1.249 -1.385 -1.260
H 2.545 -2.423 -1.895
H 4.642 -1.035 -2.890
H 6.223 0.752 -2.187
H 6.678 2.720 -0.738
H 6.007 4.189 1.133
H 3.726 4.011 2.069
O 1.174 -1.281 2.022
N 0.852 -1.158 3.287
C 0.736 0.058 3.877
C 0.272 0.190 5.157
C -0.061 -0.942 5.904
C 0.144 -2.188 5.305
C 0.593 -2.279 4.015
H 1.000 0.907 3.263
H 0.167 1.181 5.568
H -0.453 -0.859 6.901
H -0.052 -3.094 5.855
H 0.738 -3.215 3.498

Results
ΔE to the lowest compared entry with this formula, charge and spin = 258.8 kJ/mol
Energy = -1931.7204 hartree
Spin multiplicity = 2
Orbital gap (alpha / beta) = 6.1 / 6.4 eV
Net charge = 0
Expectation value of S² = 0.82

***

# 3
Computed, not measured: a molecular structure, C30H59BrCrN6PSi, with ωB97M-V with the def2-TZVPD basis set.

CARTESIAN COORDINATES (ANGSTROEM)
Cr 0.357 -0.492 -0.282
N 4.501 -1.153 -0.850
C 3.665 -0.496 -0.046
N 2.463 -0.502 -0.584
C 2.644 -1.210 -1.746
N 3.867 -1.614 -1.943
C 1.504 -1.448 -2.654
C 1.599 -2.181 -3.823
N 0.560 -2.347 -4.636
C -0.577 -1.763 -4.279
C -0.698 -1.050 -3.099
N 0.343 -0.897 -2.279
H 5.491 -1.307 -0.743
H 3.951 -0.032 0.884
H 2.540 -2.646 -4.096
H -1.421 -1.871 -4.949
H -1.629 -0.592 -2.795
C 0.990 -2.841 3.607
C -0.531 -2.640 3.518
C -1.218 -3.659 4.435
C -0.817 -1.208 4.010
P -1.009 -2.770 1.702
N -0.536 -1.454 0.972
C -2.877 -2.915 1.501
C -3.523 -1.865 2.419
C -3.256 -2.531 0.058
C -3.450 -4.293 1.847
C -0.180 -4.293 0.931
C -0.299 -5.588 1.743
C -0.813 -4.502 -0.453
C 1.313 -3.992 0.689
H 1.314 -2.568 4.614
H 1.517 -2.202 2.897
H 1.283 -3.876 3.443
H -0.791 -3.567 5.438
H -1.067 -4.687 4.109
H -2.288 -3.482 4.525
H -0.185 -1.007 4.879
H -1.849 -1.070 4.319
H -0.583 -0.474 3.241
H -3.088 -0.878 2.260
H -3.445 -2.124 3.471
H -4.587 -1.808 2.177
H -2.628 -1.719 -0.305
H -4.293 -2.185 0.049
H -3.185 -3.371 -0.631
H -3.181 -4.615 2.853
H -3.140 -5.066 1.146
H -4.542 -4.238 1.802
H -1.329 -5.848 1.979
H 0.266 -5.542 2.672
H 0.120 -6.410 1.153
H -1.821 -4.906 -0.398
H -0.206 -5.222 -1.009
H -0.839 -3.571 -1.024
H 1.929 -4.210 1.558
H 1.463 -2.948 0.413
H 1.671 -4.618 -0.133
C -1.223 5.241 -1.128
C -0.338 5.065 -2.376
C 0.158 6.456 -2.820
C -1.252 4.491 -3.468
Si 1.164 3.944 -2.064
Br 0.248 2.222 -0.840
C 1.871 3.100 -3.622
C 2.135 4.172 -4.699
C 3.195 2.381 -3.334
C 0.919 2.047 -4.208
C 2.471 4.624 -0.864
C 1.812 5.377 0.301
C 3.348 3.524 -0.238
C 3.391 5.608 -1.619
H -2.023 5.948 -1.372
H -0.687 5.636 -0.269
H -1.689 4.301 -0.831
H -0.706 7.072 -3.088
H 0.814 6.414 -3.692
H 0.691 6.974 -2.021
H -2.144 5.121 -3.541
H -1.585 3.478 -3.225
H -0.786 4.477 -4.453
H 2.814 4.954 -4.350
H 1.219 4.653 -5.040
H 2.598 3.697 -5.570
H 3.988 3.063 -3.031
H 3.530 1.882 -4.251
H 3.080 1.614 -2.560
H -0.022 2.471 -4.552
H 0.696 1.271 -3.480
H 1.406 1.575 -5.069
H 1.105 4.747 0.847
H 1.294 6.278 -0.027
H 2.591 5.689 1.003
H 2.747 2.766 0.266
H 3.998 3.989 0.511
H 3.991 3.031 -0.964
H 2.838 6.436 -2.066
H 3.962 5.119 -2.410
H 4.110 6.035 -0.914

Results
ΔE to the lowest compared entry with this formula, charge and spin = 31.1 kJ/mol
Energy = -5756.2726 hartree
Spin multiplicity = 5
Orbital gap (alpha / beta) = 6.1 / 7.4 eV
Net charge = +1
Expectation value of S² = 6.04

***

# 4
Computed, not measured: a single C4H9NO3 molecule, with ωB97M-V with the def2-TZVPD basis set.

CARTESIAN COORDINATES (ANGSTROEM)
C 0.817 1.431 -0.422
C 0.144 0.146 0.111
C -1.148 -0.138 -0.682
C 1.191 -0.974 0.041
H 0.822 1.133 -1.434
H 0.131 2.565 -0.309
H 1.612 1.653 -0.021
H 0.557 0.956 2.174
H -0.912 0.772 1.627
H -1.695 0.758 -0.894
H -1.062 -0.401 -1.651
H -2.898 -1.391 -0.313
H 1.390 -2.752 0.064
N -0.181 0.282 1.546
O -1.849 -1.161 0.106
O 0.684 -2.145 0.161
O 2.397 -0.734 -0.104

Results
ΔE to the lowest compared entry with this formula, charge and spin = 464.4 kJ/mol
Energy = -438.1522 hartree
Orbital gap = 9.9 eV
Net charge = 0

***

# 5
Computed, not measured: a molecular structure, C28H64B2Cs2O14S7, with ωB97M-V with the def2-TZVPD basis set.

CARTESIAN COORDINATES (ANGSTROEM)
Cs -1.840 -0.778 0.123
Cs -3.842 -3.278 3.433
B -4.037 -0.174 2.195
H -4.545 -1.030 1.779
H -4.762 0.151 2.925
H -3.068 -0.480 2.559
H -3.822 0.568 1.442
B -0.042 -3.488 -0.114
H 0.630 -4.318 -0.266
H -0.690 -3.358 -0.968
H -0.598 -3.614 0.802
H 0.480 -2.556 0.039
C -2.905 2.614 4.324
C -2.475 2.575 2.833
C -1.133 3.363 2.757
S -1.299 4.633 4.131
O -1.541 5.946 3.527
O -0.350 4.465 5.134
C -2.780 4.059 4.809
H -2.277 1.985 4.955
H -3.837 2.048 4.323
H -3.210 2.979 2.136
H -2.329 1.510 2.656
H -0.913 3.938 1.857
H -0.261 2.725 2.896
H -3.422 4.759 4.276
H -2.777 4.322 5.867
C 4.130 -4.949 3.182
C 2.841 -4.242 2.717
C 3.083 -3.737 1.302
S 4.766 -3.044 1.369
O 4.550 -1.578 1.714
O 5.699 -3.611 0.348
C 5.283 -3.902 3.018
H 4.263 -5.856 2.593
H 3.933 -5.136 4.238
H 2.689 -3.469 3.470
H 1.892 -4.774 2.656
H 2.608 -2.818 0.960
H 3.116 -4.507 0.532
H 5.289 -3.165 3.821
H 6.342 -4.139 2.919
C 0.535 0.108 4.161
C 1.424 -1.081 3.835
C 2.186 -1.369 5.054
S 0.927 -1.219 6.424
O 1.532 -0.567 7.571
O 0.259 -2.512 6.530
C -0.105 0.033 5.589
H -0.238 0.034 3.395
H 0.999 1.092 4.099
H 2.073 -0.769 3.017
H 0.970 -2.046 3.607
H 2.931 -0.584 5.182
H 2.880 -2.207 5.110
H 0.079 0.902 6.221
H -1.142 -0.257 5.763
C 2.846 -1.746 -3.427
C 1.858 -2.843 -3.013
C 1.613 -3.620 -4.275
S 2.255 -2.755 -5.797
O 1.161 -2.489 -6.759
O 3.573 -3.208 -6.200
C 2.535 -1.288 -4.864
H 3.863 -2.137 -3.399
H 2.799 -0.901 -2.740
H 0.914 -2.468 -2.617
H 2.106 -3.474 -2.159
H 0.543 -3.579 -4.479
H 1.787 -4.685 -4.428
H 1.548 -0.873 -5.069
H 3.355 -0.715 -5.298
C -1.763 -0.406 -6.084
C -2.485 0.900 -5.781
C -3.954 0.539 -5.386
S -3.737 -1.152 -4.486
O -4.603 -2.186 -5.119
O -3.620 -0.955 -3.102
C -1.923 -1.330 -4.991
H -0.717 -0.278 -6.362
H -2.137 -1.066 -6.866
H -2.249 1.509 -6.653
H -1.994 1.357 -4.921
H -4.319 0.439 -6.409
H -4.725 1.152 -4.918
H -1.891 -2.414 -5.104
H -1.323 -1.026 -4.134
C 4.247 1.441 -0.330
C 3.475 2.098 -1.572
C 2.010 2.427 -1.302
S 1.636 2.030 0.510
O 0.391 1.171 0.700
O 1.779 3.365 1.148
C 3.150 0.996 0.672
H 4.767 2.193 0.264
H 4.990 0.656 -0.466
H 3.671 1.354 -2.344
H 3.981 3.008 -1.895
H 1.359 1.733 -1.834
H 1.554 3.375 -1.589
H 2.772 -0.014 0.518
H 3.433 0.867 1.717
C -4.781 4.079 -1.756
C -3.872 4.471 -2.944
C -2.391 4.077 -2.817
S -2.380 2.874 -1.448
O -1.564 3.539 -0.400
O -2.017 1.609 -2.001
C -4.161 2.864 -1.069
H -5.810 3.824 -2.010
H -4.851 4.906 -1.049
H -4.037 5.511 -3.227
H -4.115 3.829 -3.791
H -1.869 4.918 -2.362
H -1.833 3.590 -3.616
H -4.375 2.630 -0.027
H -4.627 2.079 -1.666

Results
ΔE to the lowest compared entry with this formula, charge and spin = 381.7 kJ/mol
Energy = -5035.5086 hartree
Orbital gap = 8.4 eV
Net charge = 0

***

# 6
Computed, not measured: a gas-phase ion, C6H13N4 (charge +1), with ωB97M-V with the def2-TZVPD basis set.

CARTESIAN COORDINATES (ANGSTROEM)
C 2.127 -0.140 1.408
C 2.676 -0.751 0.207
C -1.955 1.415 0.591
C -0.661 1.522 -0.322
C 1.527 -1.425 -0.562
C -1.708 -0.347 -0.924
N 0.840 -0.166 1.415
N -2.649 0.225 0.210
N -0.355 0.195 -0.801
N 0.426 -0.803 0.156
H 2.771 0.324 2.146
H 3.298 -0.047 -0.290
H 3.537 -1.420 0.380
H -1.641 1.277 1.553
H -2.558 2.406 0.444
H -0.874 1.995 -1.282
H 0.144 1.972 0.092
H 1.334 -1.129 -1.634
H 1.435 -2.550 -0.439
H -1.725 -1.418 -0.735
H -1.981 0.049 -1.977
H -3.585 0.184 0.026
H -0.424 -1.368 0.338

Results
ΔE to the lowest compared entry with this formula, charge and spin = 432.9 kJ/mol
Energy = -455.0456 hartree
Orbital gap = 9.2 eV
Net charge = +1

***

# 7
Computed, not measured: 3 unconnected molecules or ions with the total composition C4H14NO3, with ωB97M-V with the def2-TZVPD basis set.

CARTESIAN COORDINATES (ANGSTROEM)
O 0.718 1.940 -2.556
C 1.194 0.847 -2.592
C 0.390 -0.341 -1.969
N -0.916 0.139 -1.461
C -0.849 1.041 -0.182
C -1.347 0.360 1.010
H 2.179 0.503 -2.901
H 0.165 -1.219 -2.584
H 1.099 -0.703 -1.213
H -1.558 -0.634 -1.279
H -1.302 0.686 -2.230
H -1.343 1.904 -0.631
H 0.127 1.455 0.021
H -1.369 0.947 1.935
H -0.701 -0.430 1.406
H -2.383 0.006 1.067
H 1.996 0.022 3.016
H 1.594 0.947 1.775
O 1.547 0.050 2.154
H -0.227 -2.300 2.943
H 0.983 -2.629 2.208
O 0.004 -2.592 2.063

Results
ΔE to the lowest compared entry with this formula, charge and spin = 184.9 kJ/mol
Energy = -440.9880 hartree
Orbital gap = 11.2 eV
Net charge = +1

***

# 8
Computed, not measured: a single C2H3NO2S molecule, with ωB97M-V with the def2-TZVPD basis set.

CARTESIAN COORDINATES (ANGSTROEM)
C -0.329 -0.110 0.084
C 0.307 1.214 0.131
H 2.084 -0.179 -0.158
H 0.152 -2.146 -0.254
H -0.390 2.037 0.424
N 0.459 -1.207 -0.007
O 1.853 -1.161 0.067
O 1.462 1.552 -0.146
S -1.965 -0.063 -0.038

Results
ΔE to the lowest compared entry with this formula, charge and spin = 295.4 kJ/mol
Energy = -681.3468 hartree
Orbital gap = 7.9 eV
Net charge = 0

***

# 9
Computed, not measured: 3 unconnected molecules or ions with the total composition C8H14Br4N3O2, with ωB97M-V with the def2-TZVPD basis set.

CARTESIAN COORDINATES (ANGSTROEM)
O 6.751 1.516 3.168
N 6.513 2.217 2.258
O 6.626 1.562 1.034
C 5.635 0.533 0.873
C 4.189 0.974 1.313
C 3.189 -0.040 1.547
N 2.037 0.728 1.885
C 2.339 2.057 1.861
N 3.653 2.258 1.497
H 5.602 0.207 -0.208
H 5.899 -0.401 1.452
H 3.225 -1.146 1.477
H 1.080 0.416 2.112
H 1.703 2.943 2.078
H 4.202 3.110 1.379
Br -2.824 -0.295 -1.629
C -2.519 1.214 -0.440
C -1.172 1.119 0.229
Br -1.190 -0.194 1.675
H -3.348 1.237 0.265
H -2.567 2.096 -1.079
H -0.912 2.064 0.706
H -0.374 0.829 -0.453
Br -7.784 -1.853 -3.159
C -6.677 -3.418 -2.814
C -5.221 -3.045 -2.702
Br -4.438 -2.711 -4.455
H -6.878 -4.131 -3.611
H -7.043 -3.822 -1.870
H -4.645 -3.872 -2.286
H -5.052 -2.153 -2.103

Results
ΔE to the lowest compared entry with this formula, charge and spin = 100.9 kJ/mol
Energy = -10923.6724 hartree
Orbital gap = 7.6 eV
Net charge = +1